1.
{
  "formula": "C5H14N3",
  "method": "ωB97M-V with the def2-TZVPD basis set",
  "elements": ["C", "C", "N", "C", "C", "N", "C", "N", "H", "H", "H", "H", "H", "H", "H", "H", "H", "H", "H", "H", "H", "H"],
  "coordinates": [[1.578, 2.223, 1.189], [0.340, 1.413, 0.833], [-0.339, 1.990, -0.460], [0.611, -0.039, 0.595], [-0.618, -0.873, 0.264], [-0.611, -1.114, -1.174], [-0.764, -2.289, -1.635], [-1.209, -3.394, -0.994], [2.436, 1.557, 1.208], [1.489, 2.778, 2.119], [1.772, 2.987, 0.432], [-0.464, 1.600, 1.544], [0.173, 2.780, -0.845], [-0.279, 1.226, -1.111], [-1.337, 2.170, -0.375], [1.300, -0.083, -0.256], [1.153, -0.455, 1.440], [-1.528, -0.338, 0.523], [-0.615, -1.792, 0.852], [-0.460, -2.528, -2.648], [-1.333, -3.551, -0.011], [-1.294, -4.265, -1.491]],
  "lumo_ev": -2.98,
  "energy_ha": -362.93050,
  "smiles": "C[C@@H]([NH3+])CC/N=C\\N",
  "e_above_lowest_kcal_mol": 30.54,
  "total_charge": 1,
  "gap_ev": 9.53,
  "max_force_ev_per_a": 1.6
}

=====

2.
{
  "formula": "C5H14N3",
  "method": "ωB97M-V with the def2-TZVPD basis set",
  "elements": ["C", "N", "C", "N", "H", "H", "H", "H", "H", "H", "H", "H", "H", "C", "C", "C", "N", "H", "H", "H", "H", "H"],
  "coordinates": [[-1.364, -2.267, 0.150], [-1.837, -2.652, -1.165], [-0.710, -0.898, 0.016], [-0.269, -0.388, 1.369], [-0.666, -2.974, 0.617], [-2.223, -2.159, 0.819], [-1.052, -2.882, -1.748], [-2.419, -3.471, -1.142], [-1.410, -0.165, -0.376], [0.184, -0.913, -0.605], [-0.003, 0.650, 1.246], [-1.037, -0.495, 2.034], [0.540, -0.874, 1.736], [1.996, 1.858, 0.266], [2.418, 1.466, -0.932], [0.017, 2.988, -0.153], [0.607, 2.098, 0.531], [2.592, 1.772, 1.167], [1.696, 1.481, -1.742], [3.407, 1.095, -1.151], [-1.020, 3.247, 0.026], [0.554, 3.483, -0.963]],
  "lumo_ev": -2.97,
  "energy_ha": -362.89348,
  "e_above_lowest_kcal_mol": 53.77,
  "total_charge": 1,
  "gap_ev": 10.31,
  "max_force_ev_per_a": 1.2
}

=====

3.
{
  "formula": "C5H14N3",
  "method": "ωB97M-V with the def2-TZVPD basis set",
  "elements": ["C", "C", "C", "N", "C", "C", "N", "N", "H", "H", "H", "H", "H", "H", "H", "H", "H", "H", "H", "H", "H", "H"],
  "coordinates": [[2.013, -0.974, -0.027], [1.679, 0.495, 0.281], [0.449, 0.689, 1.159], [-0.836, 0.722, 0.390], [-0.898, 1.781, -0.637], [-1.311, -0.464, 0.006], [-1.762, -1.298, 1.045], [-1.387, -0.841, -1.312], [1.688, -1.263, -1.023], [3.095, -1.066, -0.045], [1.667, -1.656, 0.746], [2.506, 0.898, 0.858], [1.656, 1.066, -0.643], [0.534, 1.616, 1.714], [0.415, -0.121, 1.880], [-0.422, 2.669, -0.240], [-1.929, 2.010, -0.877], [-0.384, 1.509, -1.550], [-2.712, -1.597, 0.827], [-1.223, -2.164, 1.038], [-2.264, -0.810, -1.802], [-0.575, -1.200, -1.785]],
  "lumo_ev": -5.20,
  "energy_ha": -362.88322,
  "smiles": "CCCN(C)C(N)=[NH2+]",
  "e_above_lowest_kcal_mol": 60.21,
  "total_charge": 1,
  "gap_ev": 9.37,
  "max_force_ev_per_a": 2.8
}

=====

4.
{
  "formula": "C5H14N3",
  "method": "ωB97M-V with the def2-TZVPD basis set",
  "elements": ["C", "C", "C", "C", "C", "N", "N", "N", "H", "H", "H", "H", "H", "H", "H", "H", "H", "H", "H", "H", "H", "H"],
  "coordinates": [[0.234, -0.748, -0.205], [-1.425, 0.332, 1.236], [-1.846, -0.032, -1.273], [-0.330, 1.768, -0.398], [-0.873, 0.351, -0.189], [3.228, -0.069, 1.371], [0.457, -1.794, -0.795], [0.604, -2.725, -1.522], [-1.876, -0.735, 1.456], [-0.563, 0.515, 1.864], [-2.230, 1.153, 1.358], [-2.235, 0.954, -1.781], [-1.522, -0.510, -2.112], [-2.691, -0.568, -0.850], [-0.276, 1.902, -1.475], [-1.127, 2.504, 0.094], [0.547, 1.851, 0.172], [3.893, -0.767, 1.111], [1.170, -0.648, 0.366], [3.231, 0.358, 2.284], [0.404, -3.696, -1.327], [3.225, 0.603, 0.614]],
  "lumo_ev": -5.39,
  "energy_ha": -362.78994,
  "e_above_lowest_kcal_mol": 118.74,
  "total_charge": 1,
  "gap_ev": 8.23,
  "max_force_ev_per_a": 4.7
}

=====

5.
{
  "formula": "C5H14N3",
  "method": "ωB97M-V with the def2-TZVPD basis set",
  "elements": ["C", "C", "C", "C", "C", "N", "N", "N", "H", "H", "H", "H", "H", "H", "H", "H", "H", "H", "H", "H", "H", "H"],
  "coordinates": [[1.322, 0.892, -0.895], [0.412, 1.713, 0.080], [-1.078, -0.002, 1.093], [1.311, -0.637, -0.564], [-0.797, -1.260, 0.370], [2.002, -0.904, 0.554], [-1.695, -1.253, -0.806], [-0.909, 1.099, 0.108], [1.002, 1.000, -2.008], [2.374, 1.176, -0.803], [0.965, 1.640, 1.007], [0.452, 2.788, -0.062], [-2.068, 0.102, 1.549], [-0.448, 0.149, 1.957], [0.963, -1.205, -1.410], [-0.589, -2.235, 0.842], [2.089, -1.937, 0.770], [2.854, -0.362, 0.709], [-2.705, -1.371, -0.575], [-1.517, -1.792, -1.723], [-1.517, 1.878, 0.462], [-1.725, -0.177, -0.963]],
  "lumo_ev": [-3.19, -4.90],
  "energy_ha": -362.74586,
  "multiplicity": 3,
  "e_above_lowest_kcal_mol": 24.35,
  "total_charge": 1,
  "gap_ev": [6.18, 8.97],
  "max_force_ev_per_a": 5.5
}

=====

6.
{
  "formula": "C5H14N3",
  "method": "ωB97M-V with the def2-TZVPD basis set",
  "elements": ["C", "C", "C", "C", "N", "C", "N", "N", "H", "H", "H", "H", "H", "H", "H", "H", "H", "H", "H", "H", "H", "H"],
  "coordinates": [[-2.230, -1.343, 1.447], [-0.835, -1.949, 1.167], [0.274, -0.870, 1.307], [1.254, -0.868, 0.155], [1.352, 0.278, -0.796], [0.474, 1.313, -0.963], [0.844, 2.391, -1.650], [-0.817, 1.083, -0.801], [-2.974, -2.146, 1.406], [-2.494, -0.619, 0.662], [-2.385, -0.853, 2.410], [-0.890, -2.256, 0.116], [-0.656, -2.844, 1.753], [-0.070, 0.102, 1.662], [0.928, -1.171, 2.159], [1.105, -1.773, -0.488], [2.324, -0.976, 0.454], [2.371, 0.366, -0.830], [1.738, 2.866, -1.551], [0.111, 2.936, -2.078], [-1.163, 0.139, -0.691], [-1.491, 1.822, -0.976]],
  "lumo_ev": [-8.38, -14.01],
  "energy_ha": -362.42345,
  "multiplicity": 2,
  "e_above_lowest_kcal_mol": 69.87,
  "total_charge": 2,
  "gap_ev": [10.80, 5.00],
  "max_force_ev_per_a": 3.8
}